17
Properties=species:S:1:pos:R:3:mulliken_charge:R:1 method="wB97M-V/def2-TZVPD" gap_ev="8.03 / 3.53" total_charge=0 multiplicity=2 energy_ha=-961.95327 s_squared=0.7649 e_above_lowest_kj_mol=255.5 e_lumo_ev="-1.13 / -4.11"
O -3.60 1.09 0.42 -0.2712
C -2.98 2.10 0.35 0.9054
O -2.87 3.25 0.54 -0.2744
O 0.93 -1.50 0.57 -0.4570
C 1.85 -1.59 -0.49 -0.3565
C 1.88 -0.17 -1.05 -0.3587
O 1.64 0.61 0.10 -0.4479
C 0.67 -0.09 0.90 1.3666
H 2.85 -1.89 -0.11 0.2530
H 1.52 -2.33 -1.23 0.2522
H 1.09 -0.02 -1.81 0.1665
H 2.85 0.11 -1.48 0.3478
Al -3.12 -0.77 0.17 -0.1238
O -1.66 -0.65 0.58 0.1556
O 0.74 0.20 2.16 -0.7450
O -1.02 1.41 -0.01 -0.6657
C -0.77 0.24 0.38 0.2533

135
Properties=species:S:1:pos:R:3:mulliken_charge:R:1 method="wB97M-V/def2-TZVPD" gap_ev="6.26 / 6.17" total_charge=+2 multiplicity=2 energy_ha=-6030.95964 s_squared=0.7730 e_lumo_ev="-5.90 / -5.99"
Ru 0.42 -0.94 0.02 0.9354
C 3.15 -0.35 -1.52 -1.3833
N 2.34 -1.55 -1.20 2.0709
C 1.90 -2.18 -2.47 -0.0762
C 3.13 -2.52 -0.46 -0.8641
C 4.07 -3.23 -1.07 -0.1769
C 4.78 -4.34 -0.43 -1.2125
C 4.53 -4.64 0.83 -1.1794
C 3.66 -3.78 1.69 0.0250
C 2.79 -2.63 0.97 -0.1206
N 1.34 -2.55 1.05 0.6075
C 0.63 -3.06 2.16 0.4850
C 1.16 -3.56 3.35 -0.2931
C 0.36 -4.21 4.28 -1.9540
C -1.00 -4.35 4.07 -1.4575
C -1.55 -3.75 2.95 -0.1185
C -0.74 -3.08 2.05 -0.1577
N -1.29 -2.35 0.94 2.1812
C -2.54 -1.68 1.33 -1.3666
C -1.61 -3.26 -0.18 -1.5675
H 4.11 -0.64 -1.95 0.5353
H 2.62 0.27 -2.25 -0.1220
H 3.33 0.23 -0.63 0.2275
H 2.73 -2.30 -3.16 0.6534
H 1.48 -3.16 -2.25 0.3616
H 1.15 -1.58 -2.95 -1.2165
H 4.29 -3.05 -2.12 0.4726
H 5.46 -4.94 -1.03 0.4618
H 5.00 -5.49 1.32 0.4687
H 3.07 -4.42 2.33 0.2095
H 2.20 -3.42 3.59 0.4828
H 0.82 -4.60 5.19 0.4951
H -1.62 -4.90 4.76 0.4388
H -2.62 -3.80 2.78 0.5106
H -3.36 -2.40 1.43 0.6951
H -2.38 -1.19 2.28 0.6053
H -2.82 -0.96 0.59 -0.3302
H -2.30 -4.05 0.15 0.4834
H -2.08 -2.70 -0.98 0.2936
H -0.69 -3.73 -0.53 0.2343
C -5.32 2.65 -5.09 -0.7247
S -6.31 2.08 -3.70 -0.0611
C -4.99 1.81 -2.50 -0.6141
C -4.09 0.62 -2.84 -0.6308
C -3.30 0.05 -1.66 -0.3885
N -1.91 0.62 -1.54 1.1260
P -1.24 0.96 0.01 0.3234
C -0.21 2.49 -0.24 1.9122
C -0.53 3.70 0.39 -0.6653
C 0.22 4.85 0.17 -0.9037
C 1.29 4.83 -0.71 -0.9864
C 1.64 3.63 -1.31 -0.9078
C 0.93 2.48 -1.04 -0.0584
C -2.65 1.70 0.87 1.2044
C -3.33 2.72 0.21 -0.6834
C -4.40 3.35 0.82 -0.8796
C -4.79 2.98 2.10 -1.1866
C -4.11 1.98 2.77 -0.8556
C -3.05 1.33 2.16 -0.4245
P -0.64 -0.23 -2.35 0.6990
C -0.01 1.05 -3.50 0.6471
C 0.96 0.70 -4.45 -0.3936
C 1.38 1.63 -5.39 -0.8736
C 0.81 2.90 -5.42 -0.9257
C -0.15 3.25 -4.48 -0.7992
C -0.55 2.33 -3.52 -0.2006
C -1.37 -1.36 -3.57 1.8297
C -1.32 -2.74 -3.37 -0.1751
C -1.88 -3.62 -4.29 -1.2745
C -2.49 -3.12 -5.43 -0.8895
C -2.49 -1.75 -5.67 -0.8917
C -1.92 -0.88 -4.76 -1.2504
H -6.01 2.97 -5.87 0.3928
H -4.69 1.86 -5.49 0.1471
H -4.71 3.51 -4.80 0.2393
H -5.51 1.65 -1.55 0.3087
H -4.42 2.74 -2.42 0.1541
H -3.40 0.92 -3.62 -0.3250
H -4.72 -0.18 -3.25 0.5806
H -3.25 -1.03 -1.75 0.0421
H -3.84 0.27 -0.73 1.0332
H -1.38 3.77 1.06 0.5728
H -0.05 5.77 0.68 0.4638
H 1.85 5.73 -0.91 0.5016
H 2.49 3.59 -1.99 0.5383
H 1.26 1.56 -1.48 -0.3866
H -3.02 3.03 -0.78 0.7053
H -4.93 4.14 0.29 0.5626
H -5.63 3.48 2.57 0.4319
H -4.41 1.70 3.77 0.5244
H -2.52 0.57 2.69 -0.0952
H 1.37 -0.30 -4.48 0.4545
H 2.12 1.35 -6.12 0.4908
H 1.12 3.61 -6.18 0.4401
H -0.59 4.23 -4.50 0.5454
H -1.30 2.61 -2.78 0.3008
H -0.81 -3.15 -2.51 -0.0103
H -1.83 -4.69 -4.12 0.5222
H -2.94 -3.79 -6.14 0.4356
H -2.93 -1.36 -6.58 0.4943
H -1.89 0.18 -4.99 0.3774
C 4.53 4.01 2.47 -0.8602
C 4.40 3.43 1.22 -1.0542
C 3.50 2.38 1.03 -0.0141
C 2.73 1.93 2.09 1.3873
C 2.86 2.51 3.35 -0.6157
C 3.77 3.54 3.54 -0.8982
As 1.56 0.39 1.94 3.1195
C 2.73 -0.84 2.81 -0.5262
C 2.87 -0.95 4.13 0.1696
C 3.83 -1.91 4.72 -0.9511
C 4.53 -2.74 3.96 -1.1677
C 4.47 -2.68 2.46 0.1069
C 3.57 -1.59 1.85 -0.6588
C 0.22 0.77 3.29 0.3633
C -0.24 2.08 3.45 -0.9669
C -1.17 2.38 4.43 -0.9460
C -1.66 1.37 5.25 -1.1632
C -1.24 0.06 5.07 -0.8913
C -0.29 -0.24 4.09 -0.7555
H 5.22 4.82 2.62 0.4372
H 5.00 3.78 0.39 0.4909
H 3.42 1.93 0.06 0.3994
H 2.27 2.16 4.19 0.3579
H 3.88 3.98 4.52 0.4869
H 2.26 -0.37 4.81 0.3997
H 3.91 -1.95 5.80 0.4720
H 5.18 -3.48 4.41 0.4161
H 5.49 -2.63 2.08 0.5665
H 4.12 -0.89 1.20 0.6601
H 0.17 2.87 2.83 0.9420
H -1.50 3.40 4.56 0.4890
H -2.37 1.61 6.03 0.4969
H -1.62 -0.73 5.70 0.5308
H 0.05 -1.26 3.98 0.2993

16
Properties=species:S:1:pos:R:3:mulliken_charge:R:1 method="wB97M-V/def2-TZVPD" gap_ev="7.12 / 6.73" total_charge=+1 multiplicity=1 energy_ha=-581.26824 e_above_lowest_kj_mol=375.3 e_lumo_ev="-6.89 / -7.12"
C -0.12 0.88 0.76 -0.3289
C 0.08 1.14 -0.73 -0.8011
C 0.25 -0.64 0.93 0.0241
N -0.61 -1.55 0.19 -0.3069
N 1.59 -0.90 0.66 -0.4943
N -0.67 0.28 -1.54 -0.2659
I -2.45 -1.81 0.62 0.4644
H 0.53 1.51 1.28 0.3364
H -1.17 0.93 1.09 0.2413
H -0.14 2.17 -0.96 0.3804
H 1.11 0.97 -1.12 0.4445
H -0.06 -0.93 2.08 0.3793
H 1.62 -0.85 -0.33 0.2133
H 2.06 -1.66 1.02 0.2547
H -1.64 0.52 -1.51 0.2643
H -0.37 -0.06 -2.42 0.1944

76
Properties=species:S:1:pos:R:3:mulliken_charge:R:1 method="wB97M-V/def2-TZVPD" gap_ev="6.14 / 2.27" total_charge=+2 multiplicity=5 energy_ha=-2567.62485 s_squared=6.0390 e_above_lowest_kj_mol=238.6 e_lumo_ev="-6.91 / -10.78"
Os 0.31 1.49 -0.25 0.7205
C 4.14 0.47 -1.40 -0.4437
C 3.11 -0.33 -1.59 -0.9107
C 2.76 -1.41 -0.55 1.1686
C 2.63 -1.11 0.95 -1.0246
C 1.88 0.17 1.33 -0.4070
C 2.59 1.37 1.35 -0.4788
C 4.04 1.54 1.03 -0.8381
C 4.77 0.70 -0.07 -1.1181
C -0.26 2.08 -2.00 -1.1325
H 4.47 1.09 -2.22 0.5928
H 2.30 -0.13 -2.31 0.3584
H 3.58 -2.17 -0.68 0.5593
H 1.80 -1.90 -0.89 -1.4529
H 2.11 -1.94 1.43 0.3862
H 3.64 -1.11 1.40 0.7258
H 1.08 0.02 2.07 0.8428
H 2.09 2.25 1.81 0.5603
H 4.62 1.37 1.99 0.4943
H 4.21 2.62 0.80 0.3790
H 5.71 1.24 -0.28 0.3893
H 5.05 -0.28 0.38 0.4173
H 0.60 2.33 -2.64 0.4174
H -0.75 3.02 -1.62 0.3224
H -1.01 1.47 -2.48 0.3594
P -1.53 1.32 0.66 -0.0071
P -0.46 -2.00 -1.11 0.6163
N -1.48 1.81 2.32 0.7311
N -3.17 1.91 0.17 0.7408
N -0.46 -3.22 0.28 0.6098
N -1.17 -3.35 -2.15 0.2348
C -1.81 -0.51 0.77 -1.3048
C -2.03 -1.20 -0.60 -1.3387
C -1.43 3.15 2.72 -0.5248
C -1.85 3.20 4.04 -0.7778
C -2.22 1.85 4.43 -0.6764
C -2.00 1.03 3.35 -0.4489
C -3.61 2.61 -0.96 -0.3980
C -5.00 2.76 -0.87 -0.6946
C -5.41 2.12 0.35 -0.6923
C -4.29 1.60 0.95 -0.3624
C 0.72 -3.75 0.83 -0.6641
C 0.40 -4.52 1.93 -0.8527
C -1.03 -4.55 2.03 -0.8044
C -1.54 -3.76 0.99 -0.2113
C -0.91 -4.73 -2.12 -0.1335
C -1.51 -5.34 -3.23 -0.6184
C -2.17 -4.30 -3.97 -0.5809
C -1.97 -3.10 -3.28 -0.1232
H -2.74 -0.54 1.34 0.6295
H -1.00 -1.02 1.36 0.6519
H -2.85 -1.93 -0.54 0.5369
H -2.26 -0.48 -1.41 0.6843
H -1.14 3.92 2.01 0.5027
H -1.90 4.06 4.66 0.4990
H -2.59 1.51 5.37 0.4952
H -2.19 -0.03 3.19 0.5079
H -2.93 2.95 -1.73 0.3803
H -5.64 3.23 -1.59 0.4630
H -6.41 2.03 0.74 0.4718
H -4.18 1.04 1.87 0.4048
H 1.68 -3.58 0.34 0.9713
H 1.11 -4.98 2.60 0.5337
H -1.64 -5.08 2.76 0.5153
H -2.57 -3.56 0.69 0.4913
H -0.37 -5.18 -1.31 0.4743
H -1.46 -6.38 -3.49 0.4790
H -2.70 -4.40 -4.91 0.4714
H -2.33 -2.09 -3.47 0.4475
F 4.54 5.03 -2.63 -0.2414
C 3.86 4.60 -1.54 0.6968
F 4.81 4.28 -0.58 -0.2583
F 3.12 5.64 -1.08 -0.2559
C 2.95 3.32 -1.82 0.3361
O 3.15 2.85 -2.95 -0.6419
O 2.16 2.90 -0.91 -0.8523